1.
{
  "formula": "C6H15NO3S",
  "method": "ωB97M-V/def2-TZVPD",
  "total_charge": 0,
  "gap_ev": [7.6, 9.1],
  "lumo_ha": [-0.0230, 0.0012],
  "spin_multiplicity": 1,
  "elements": ["C", "C", "C", "C", "C", "C", "N", "O", "O", "O", "S", "H", "H", "H", "H", "H", "H", "H", "H", "H", "H", "H", "H", "H", "H", "H"],
  "coordinates": [[0.618, -2.006, 0.516], [2.304, 0.750, 0.284], [0.441, 1.420, -1.054], [0.176, 0.781, 1.235], [-1.939, -0.904, -1.135], [0.749, -0.918, -0.540], [0.844, 0.424, -0.033], [-2.426, -0.705, 1.456], [-2.301, 1.397, 0.148], [-4.080, -0.216, -0.309], [-2.720, -0.004, 0.194], [1.583, -2.140, 1.111], [0.427, -2.841, 0.058], [-0.255, -1.732, 1.153], [2.601, 0.155, 1.131], [2.859, 0.571, -0.597], [2.258, 1.780, 0.480], [0.776, 2.386, -0.901], [1.038, 0.945, -1.976], [-0.649, 1.487, -1.345], [-0.891, 0.646, 1.211], [0.759, 0.493, 2.066], [0.256, 1.818, 1.274], [-1.887, -0.385, -2.050], [-1.975, -2.042, -1.015], [1.435, -1.161, -1.364]],
  "mulliken_charge": [-1.42, -1.06, -0.68, -1.07, -0.69, -0.04, 0.17, -0.67, -0.67, -0.65, 1.23, 0.29, 0.57, 0.28, 0.39, 0.42, 0.44, 0.39, 0.35, 0.19, 0.20, 0.44, 0.54, 0.40, 0.31, 0.34]
}

***

2.
{
  "formula": "C6H15NOSi",
  "method": "ωB97M-V/def2-TZVPD",
  "total_charge": 0,
  "gap_ev": 8.8,
  "lumo_ha": 0.0249,
  "spin_multiplicity": 1,
  "smiles": "CC[Si](CC)=NO.C=C",
  "elements": ["C", "C", "Si", "C", "C", "N", "O", "H", "H", "H", "H", "H", "H", "H", "H", "H", "H", "H", "C", "C", "H", "H", "H", "H"],
  "coordinates": [[0.019, -1.919, -1.883], [0.591, -1.048, -0.793], [-0.856, 0.182, -0.308], [-1.707, 0.039, 1.435], [-0.744, 0.135, 2.609], [-1.427, 1.361, -1.274], [-0.596, 1.583, -2.481], [0.749, -2.569, -2.508], [-0.547, -2.733, -1.489], [-0.560, -1.427, -2.590], [1.538, -0.519, -1.162], [0.900, -1.626, 0.045], [-2.630, 0.695, 1.497], [-2.242, -0.930, 1.604], [0.237, -0.089, 2.398], [-0.695, 1.045, 3.091], [-1.035, -0.495, 3.413], [-1.252, 1.734, -3.214], [1.385, 2.680, -0.467], [1.562, 1.912, 0.630], [0.701, 3.510, -0.237], [1.532, 2.408, -1.466], [1.035, 2.074, 1.523], [2.077, 0.982, 0.599]],
  "mulliken_charge": [-1.41, -0.32, 0.21, -0.45, -1.39, -0.29, -0.44, 0.31, 0.40, 0.38, 0.31, 0.46, 0.36, 0.37, 0.39, 0.41, 0.38, 0.31, -0.38, -0.81, 0.23, 0.38, 0.22, 0.37]
}

***

Looking at relative energy (zero: lowest compared OMol25 entry of this formula, charge and spin) for the records above, in order, we have 6.349; 5.605 eV.
Looking at M for the records above, in order, we have 181.3; 145.3 g/mol.